Entry 1:
{"formula": "C21H25F2N3O2", "method": "ωB97M-V/def2-TZVPD", "elements": ["C", "C", "O", "C", "C", "C", "C", "C", "C", "H", "H", "N", "C", "O", "C", "N", "C", "C", "N", "C", "C", "H", "H", "H", "H", "C", "C", "C", "C", "C", "C", "C", "F", "H", "H", "H", "F", "H", "H", "H", "H", "H", "H", "H", "H", "H", "H", "H", "H", "H", "H", "H", "H"], "positions_angstrom": [[4.662026, 4.091275, 3.744690], [3.333789, 3.363450, 3.610379], [3.544241, 2.236703, 2.783635], [2.505792, 1.393370, 2.537921], [2.795693, 0.280521, 1.746304], [1.822880, -0.639678, 1.425013], [0.522188, -0.468761, 1.894033], [0.229556, 0.640358, 2.678343], [1.206176, 1.565205, 3.002499], [0.938621, 2.410563, 3.616707], [-0.776576, 0.786644, 3.047154], [-0.516936, -1.365986, 1.610098], [-0.462189, -2.562243, 0.957297], [0.544765, -3.037212, 0.476391], [-1.829648, -3.236274, 0.810111], [-2.479420, -2.929338, -0.450869], [-1.769809, -3.389263, -1.641572], [-1.130941, -2.244177, -2.419098], [-2.159246, -1.335855, -2.903853], [-3.308689, -1.273888, -2.015073], [-2.928936, -1.551875, -0.562792], [-3.801381, -1.421911, 0.087746], [-2.160617, -0.820988, -0.255344], [-3.791260, -0.300836, -2.096657], [-4.030916, -2.033891, -2.335111], [-1.642130, -0.071176, -3.385378], [-0.880055, 0.748186, -2.362604], [0.499313, 0.626908, -2.212351], [1.219249, 1.309689, -1.248918], [0.551763, 2.165167, -0.392387], [-0.816214, 2.333517, -0.509503], [-1.499944, 1.628561, -1.482968], [-2.832787, 1.830138, -1.588420], [-1.360018, 3.005815, 0.134620], [1.100186, 2.703737, 0.362558], [2.285116, 1.166784, -1.182976], [1.175515, -0.166639, -3.066351], [-0.969969, -0.297300, -4.218677], [-2.484631, 0.511779, -3.764838], [-0.402802, -1.747392, -1.758317], [-0.582793, -2.634281, -3.281987], [-2.487085, -3.908230, -2.287122], [-0.992568, -4.095722, -1.350572], [-2.505713, -2.942135, 1.618432], [-1.680768, -4.318065, 0.852380], [-1.408503, -1.102638, 2.007239], [2.063095, -1.497285, 0.819959], [3.806906, 0.155400, 1.393438], [2.973696, 3.045091, 4.598710], [2.581833, 4.028137, 3.160745], [4.540251, 4.972303, 4.368190], [5.400461, 3.433574, 4.194519], [5.019860, 4.393081, 2.764216]], "forces_ev_per_a": [[-0.331, -0.291, -0.109], [0.035, 0.305, 0.194], [0.145, -0.086, -0.089], [-0.096, -0.210, -0.129], [-0.019, 0.327, 0.234], [0.010, -0.122, -0.011], [0.223, 0.215, 0.101], [0.046, -0.267, -0.144], [0.231, 0.214, 0.090], [0.013, 0.084, 0.051], [-0.109, 0.016, 0.034], [-0.288, 0.093, 0.236], [-0.513, -0.009, 0.200], [0.270, -0.138, -0.140], [-0.003, -0.147, -0.209], [0.010, 0.038, 0.204], [0.054, -0.106, -0.353], [0.114, -0.184, -0.021], [0.016, -0.091, -0.068], [-0.215, -0.094, 0.206], [-0.224, 0.236, -0.052], [0.035, 0.099, 0.004], [-0.106, -0.052, -0.049], [0.016, -0.043, -0.012], [-0.083, 0.088, 0.116], [-0.041, -0.025, -0.133], [0.035, -0.050, 0.016], [-0.177, 0.378, 0.216], [0.080, -0.100, -0.186], [-0.073, -0.073, -0.191], [-0.246, 0.011, -0.043], [0.425, 0.042, 0.040], [0.012, -0.077, -0.036], [-0.078, 0.071, 0.069], [0.059, 0.037, 0.096], [0.120, -0.034, -0.005], [-0.062, -0.049, 0.028], [-0.092, 0.150, 0.033], [0.136, -0.012, -0.040], [-0.025, -0.032, -0.058], [0.097, -0.016, 0.102], [0.137, -0.028, -0.063], [-0.048, 0.009, -0.043], [0.033, -0.029, 0.034], [0.074, 0.119, 0.135], [0.122, -0.161, -0.161], [0.002, -0.019, -0.033], [0.137, -0.029, -0.055], [-0.031, 0.018, -0.131], [0.022, -0.118, 0.068], [0.011, 0.098, 0.062], [0.090, -0.024, 0.063], [0.052, 0.070, -0.072]], "homo_lumo_gap_ev": 8.71, "charge": 0, "relative_energy_kcal_mol": 10.67, "smiles": "CCOc1ccc(NC(=O)CN2CCN(Cc3c(F)cccc3F)CC2)cc1"}

***

Entry 2:
{"formula": "C13H20BrN4O3", "method": "ωB97M-V/def2-TZVPD", "elements": ["C", "C", "C", "C", "O", "C", "N", "N", "C", "Br", "C", "N", "C", "C", "O", "C", "C", "O", "C", "C", "N", "H", "H", "H", "H", "H", "H", "H", "H", "H", "H", "H", "H", "H", "H", "H", "H", "H", "H", "H", "H"], "positions_angstrom": [[4.909861, -1.047556, 0.912415], [3.663321, -0.563936, 0.011331], [3.130219, -1.720227, -0.997327], [1.765878, -1.192499, -1.688838], [0.627744, -2.086525, -1.504338], [-0.071884, -1.760148, -0.310609], [0.193899, -2.492443, 0.843039], [-0.333075, -2.426255, 2.062035], [-1.261995, -1.398349, 2.093863], [-2.138955, -1.189157, 3.881551], [-1.721174, -0.419041, 1.028685], [-2.704821, 0.615803, 1.344832], [-2.128504, 1.948796, 1.583481], [-0.635532, 2.419562, 1.291221], [-2.889244, 2.799715, 2.122894], [-3.878392, 0.613391, 0.461473], [-4.309563, 1.866099, -0.472540], [-4.622805, -0.403391, 0.378353], [-1.082340, -0.616480, -0.360709], [-1.437066, 0.246721, -1.642082], [-0.770436, 1.581929, -1.717579], [4.653110, -1.053914, 2.025519], [5.225166, -2.104906, 0.612263], [5.793887, -0.347390, 0.686248], [4.013289, 0.340762, -0.616751], [2.769509, -0.201284, 0.625622], [3.944140, -1.864950, -1.787354], [2.967646, -2.718376, -0.455817], [1.962388, -1.117182, -2.820944], [1.561462, -0.134977, -1.301591], [0.930391, -3.225592, 0.754136], [0.013939, 1.660727, 0.747811], [-0.723731, 3.387773, 0.670195], [-0.147153, 2.725779, 2.274343], [-3.306339, 2.289609, -0.867098], [-4.781221, 2.689859, 0.153256], [-4.911860, 1.541952, -1.378589], [-1.060034, -0.359609, -2.554304], [-2.568675, 0.366803, -1.830608], [-0.877115, 1.904970, -2.700524], [0.236066, 1.443940, -1.556963]], "forces_ev_per_a": [[-0.108, 0.176, -0.479], [0.158, -0.331, -0.397], [0.021, 1.092, 0.331], [2.320, 0.526, -0.994], [-1.097, 0.843, 3.220], [-0.792, 1.325, -1.118], [0.781, 0.150, -2.648], [-2.784, 3.832, -1.579], [-0.588, 0.103, 1.368], [1.095, -0.262, -2.124], [2.015, -2.009, -2.238], [1.927, -0.084, -1.788], [-1.521, 3.847, 2.454], [-0.231, -0.022, -0.097], [2.528, -3.491, -2.386], [-4.607, -2.311, -1.651], [2.333, 0.301, 0.688], [3.704, 3.270, 0.727], [-0.378, -1.107, 4.090], [0.410, -1.438, -1.677], [-0.172, -0.595, -0.080], [0.477, 0.115, -1.590], [-0.431, 1.446, 0.436], [-1.308, -1.166, 0.686], [-0.724, -1.448, 0.873], [1.250, -0.489, -0.544], [-1.297, -0.044, 1.033], [0.198, 1.429, -0.751], [-0.720, -0.230, 1.736], [-0.020, -1.532, -0.440], [-0.755, 0.683, -0.095], [-0.906, 1.076, 0.802], [0.056, -1.727, 0.878], [-0.798, -0.599, -1.178], [-1.580, -0.330, 0.564], [0.429, -1.214, -0.887], [0.525, 0.100, 1.647], [-0.749, 0.390, 1.594], [1.757, -0.317, 0.870], [0.142, -0.236, 1.002], [-0.559, 0.277, -0.257]], "homo_lumo_gap_ev": 7.72, "charge": 1, "smiles": "CCCCOc1[nH]nc(Br)c(=[N+](C(C)=O)C(C)=O)c1CN"}

***

Entry 3:
{"formula": "C43H37O2P2Sm", "method": "ωB97M-V/def2-TZVPD", "elements": ["C", "C", "C", "C", "C", "C", "P", "C", "C", "C", "C", "C", "C", "Sm", "P", "C", "C", "C", "C", "C", "C", "C", "C", "C", "C", "C", "C", "C", "C", "C", "C", "C", "C", "C", "C", "C", "C", "C", "C", "H", "H", "H", "H", "H", "H", "H", "H", "H", "H", "H", "H", "H", "H", "H", "H", "H", "H", "H", "H", "H", "H", "H", "H", "H", "H", "H", "H", "H", "H", "H", "H", "O", "C", "O", "C", "C", "C", "C", "C", "C", "H", "H", "H", "H", "H"], "positions_angstrom": [[0.623525, 0.827330, -3.577091], [1.526024, 0.999076, -2.514684], [2.787547, 0.397677, -2.621871], [3.118792, -0.293975, -3.782483], [2.227897, -0.431286, -4.854893], [0.941521, 0.106804, -4.721992], [1.068080, 1.800510, -0.945894], [2.642070, 2.317740, -0.129150], [3.182844, 1.573288, 0.950592], [4.384649, 2.010885, 1.520599], [5.019457, 3.162001, 1.034973], [4.481170, 3.894761, -0.037056], [3.283780, 3.469138, -0.616853], [0.290082, 0.026390, 1.094175], [-0.931987, -1.982002, -0.430087], [0.494578, -2.843312, -1.181860], [0.398928, -3.414298, -2.461275], [1.548137, -3.845030, -3.134912], [2.785433, -3.852855, -2.480863], [2.873902, -3.319140, -1.189527], [1.755442, -2.774919, -0.556462], [-1.456084, -2.976952, 1.012825], [-2.399225, -2.401169, 1.885858], [-2.626912, -3.009432, 3.116633], [-1.975027, -4.203863, 3.440006], [-1.087076, -4.801572, 2.538778], [-0.823392, -4.197082, 1.311878], [-2.441112, -1.765981, -1.395057], [-2.895652, -0.454734, -1.689322], [-3.931168, -0.285929, -2.605434], [-4.541556, -1.405277, -3.194926], [-4.090134, -2.697585, -2.893475], [-3.031120, -2.888553, -1.999148], [0.006194, 3.240967, -1.238594], [-0.045754, 3.830879, -2.512975], [-0.989453, 4.829567, -2.778294], [-1.872864, 5.238077, -1.768935], [-1.792239, 4.685864, -0.479724], [-0.837741, 3.707201, -0.202986], [-2.929793, -1.479798, 1.600832], [-3.314676, -2.533359, 3.813902], [-2.160905, -4.673635, 4.404077], [-0.588111, -5.736253, 2.789288], [-0.115396, -4.623083, 0.593040], [-0.591510, -3.452977, -2.915217], [1.502333, -4.138305, -4.186576], [3.685041, -4.241863, -2.977899], [3.833077, -3.306708, -0.667804], [1.881274, -2.317549, 0.434335], [-2.329072, 0.425720, -1.351583], [-4.242723, 0.721543, -2.893127], [-5.381489, -1.266304, -3.884010], [-4.565873, -3.568405, -3.350692], [-2.656479, -3.892560, -1.773043], [0.661508, 3.514664, -3.282176], [-1.038835, 5.290926, -3.767329], [-2.628932, 5.996930, -1.975217], [-2.463126, 5.029436, 0.315602], [-0.733042, 3.304263, 0.814966], [2.708310, 0.644683, 1.366271], [4.814339, 1.430484, 2.347525], [5.953167, 3.490266, 1.490504], [4.985767, 4.786290, -0.414620], [2.826410, 4.030043, -1.436722], [3.516340, 0.499384, -1.804038], [4.110012, -0.720235, -3.829153], [2.512255, -0.968922, -5.763339], [0.144594, -0.039219, -5.464619], [-0.394313, 1.168042, -3.486225], [-1.171027, -1.032982, -3.367396], [-0.764526, -0.751937, -2.730770], [-0.215819, 1.618783, 2.695340], [-0.399240, 0.705741, 3.606524], [-0.171073, -0.529955, 3.267889], [-0.786101, 1.009773, 4.977053], [-1.102243, -0.054833, 5.829830], [-1.315029, 0.195998, 7.194711], [-1.259379, 1.510064, 7.689790], [-1.004711, 2.570523, 6.803145], [-0.759226, 2.326875, 5.448492], [-1.159949, -1.052080, 5.387997], [-1.541511, -0.630323, 7.872199], [-1.432669, 1.727631, 8.749630], [-1.023841, 3.600760, 7.167122], [-0.565364, 3.139253, 4.750994]], "forces_ev_per_a": [[0.132, 0.052, 0.314], [0.089, -0.100, -0.466], [-0.057, 0.186, 0.076], [0.081, -0.002, -0.075], [-0.393, 0.134, 0.315], [0.384, 0.045, 0.003], [0.496, 0.345, 0.081], [-0.335, -0.145, -0.194], [0.010, 0.715, -0.607], [-0.136, -0.300, 0.159], [-0.184, -0.045, -0.238], [-0.189, -0.415, 0.262], [0.177, -0.216, 0.438], [0.015, 0.153, 1.688], [-0.741, -0.374, 0.621], [-0.034, -0.097, -0.689], [0.183, 0.323, 0.175], [0.115, -0.021, 0.108], [-0.259, 0.271, 0.122], [0.166, 0.017, 0.172], [-0.280, -0.011, -0.453], [0.292, -0.116, -0.108], [0.481, -0.176, -0.042], [-0.104, 0.000, -0.192], [0.100, 0.064, -0.137], [-0.145, 0.006, 0.003], [-0.105, 0.595, 0.152], [-0.217, 0.019, -0.549], [0.059, -0.706, -0.277], [-0.068, -0.104, 0.144], [0.164, -0.093, 0.240], [-0.066, 0.050, 0.067], [-0.179, 0.568, 0.116], [-0.150, 0.344, -0.209], [-0.163, 0.130, 0.236], [-0.054, -0.013, 0.346], [0.161, -0.250, 0.096], [0.221, 0.082, -0.115], [0.116, -0.302, -0.301], [0.230, -0.380, 0.186], [0.105, -0.262, -0.092], [0.048, 0.100, -0.213], [-0.188, 0.188, 0.004], [-0.270, 0.061, 0.412], [0.411, -0.012, -0.177], [-0.158, -0.163, 0.444], [-0.511, 0.238, 0.249], [-0.270, -0.008, -0.199], [-0.017, -0.258, -0.087], [-0.357, -0.385, 0.086], [0.017, -0.364, 0.176], [0.425, -0.072, 0.230], [0.144, 0.338, 0.105], [-0.236, 0.339, -0.082], [-0.328, 0.077, 0.135], [0.038, -0.170, 0.348], [0.255, -0.208, 0.017], [0.300, -0.116, -0.382], [-0.160, 0.139, -0.428], [0.544, 0.673, -0.337], [-0.097, 0.424, -0.379], [-0.250, -0.116, -0.085], [-0.138, -0.307, 0.179], [0.206, -0.183, 0.261], [-0.287, -0.106, -0.508], [0.056, -0.092, -0.193], [-0.037, 0.174, 0.387], [0.630, 0.066, 0.186], [-0.054, 0.409, 0.035], [1.225, 0.597, 1.491], [-0.918, -0.942, -2.171], [-0.336, -1.087, 0.104], [0.382, -0.241, -0.439], [-0.083, 0.947, -0.499], [-0.009, 0.130, 0.179], [0.070, 0.157, 0.595], [-0.088, 0.009, -0.306], [0.062, -0.007, -0.649], [-0.089, -0.010, -0.142], [-0.215, 0.015, 0.451], [0.070, 0.242, 0.419], [0.075, 0.278, -0.253], [0.073, -0.204, -0.471], [0.105, -0.387, -0.092], [0.037, -0.134, 0.225]], "homo_lumo_gap_ev": [6.69, 7.85], "charge": 2, "s2": 8.775, "relative_energy_kcal_mol": 5.69, "spin_multiplicity": 6}

***

Number 1: energy -1329.698500 Eh. Number 2: energy -3525.677905 Eh. Number 3: energy -3151.406920 Eh.